10
Properties=species:S:1:pos:R:3:forces:R:3 method="wB97M-V/def2-TZVPD" e_tot_ha=-305.23425 lumo_ev=-0.281 gap_ev=9.9 charge=0 de_lowest_kcal_mol=28.4 spin_multiplicity=1
O -1.336859 2.169697 -0.130429 0.0206 -0.4641 0.2292
C -0.801512 1.210117 0.366300 -0.2010 0.3173 -0.1763
C -1.020013 -0.214799 -0.017613 0.2946 -0.1336 0.2172
C 0.052886 -1.012056 -0.069100 -0.1415 0.1208 -0.1662
O 2.104472 -0.698578 -1.122974 -0.0420 0.0455 0.6126
C 1.419234 -0.410525 -0.168608 0.2435 -0.1666 -0.4596
H -2.023071 -0.559135 -0.261372 0.1411 0.0684 0.1434
H -0.070108 1.318713 1.194298 -0.0839 0.2441 -0.1224
H 0.008150 -2.072675 -0.301302 -0.1299 0.1717 -0.1759
H 1.762262 0.343837 0.569470 -0.1016 -0.2035 -0.1019